No. 1
{
  "formula": "C26H26N4O8P2Sc",
  "method": "ωB97M-V with the def2-TZVPD basis set",
  "energy_ev": -88986.898,
  "total_charge": 1,
  "e_homo_ev": [-9.88, -9.84],
  "elements": ["O", "H", "C", "C", "N", "C", "H", "C", "C", "H", "O", "H", "C", "H", "O", "H", "H", "H", "O", "H", "H", "C", "H", "O", "C", "C", "C", "C", "O", "C", "N", "C", "H", "H", "N", "H", "Sc", "H", "C", "C", "C", "P", "C", "O", "H", "H", "C", "H", "C", "H", "H", "H", "C", "C", "C", "C", "H", "N", "C", "H", "H", "C", "C", "H", "P", "O", "H"],
  "positions_angstrom": [[2.575, 4.003, 6.136], [-2.911, 3.161, -3.815], [-2.497, 2.276, 0.008], [-1.523, 1.647, -3.165], [0.683, 3.188, 1.425], [3.838, 0.016, -3.184], [-0.215, -2.607, -2.774], [0.689, -2.719, -2.151], [1.930, 3.328, 3.535], [1.099, -4.233, 0.464], [-0.324, 3.765, 1.817], [-3.533, 1.065, -2.646], [4.099, -1.335, -3.126], [-3.471, -0.481, 1.016], [3.365, -1.223, 2.590], [-1.086, -4.153, -0.083], [-1.892, -2.678, 0.582], [-2.456, -0.300, -2.868], [-0.255, 0.260, 1.231], [-1.729, 2.989, -0.290], [-2.540, 2.256, 1.100], [-1.342, -3.099, -0.270], [-3.465, 2.646, -0.354], [3.249, 2.194, 0.355], [1.866, 3.034, 2.167], [-2.501, 0.722, -2.454], [2.539, 0.500, -2.892], [3.228, 1.079, 2.459], [2.669, -0.347, 0.718], [-0.155, 1.232, -3.178], [3.126, -0.218, 1.945], [3.090, -2.249, -2.813], [0.967, -3.785, -2.150], [3.317, -3.314, -2.782], [0.154, -0.054, -2.846], [4.620, 0.733, -3.486], [1.827, 1.071, -0.461], [1.199, -2.882, 1.653], [1.338, -3.161, 0.598], [2.856, 2.153, 1.591], [3.378, 1.394, 3.810], [-2.188, 0.645, -0.659], [2.816, 2.571, 4.315], [3.899, 2.273, 6.327], [-1.923, -2.997, -1.194], [5.079, -1.712, -3.416], [-3.546, -0.355, -0.066], [-1.134, 4.710, -4.610], [0.824, 2.216, -3.423], [2.173, 2.407, -1.769], [2.964, 2.569, -3.424], [-3.577, -1.323, -0.567], [1.472, -0.425, -2.762], [-0.652, -0.114, 0.087], [-1.863, 2.882, -3.703], [-0.868, 3.784, -4.113], [1.266, 4.166, -4.188], [3.099, 2.975, 5.667], [1.798, -1.810, -2.577], [-4.472, 0.184, -0.293], [1.316, 4.119, 3.944], [0.465, 3.467, -3.929], [2.202, 1.967, -2.885], [3.895, 0.702, 4.464], [0.192, -2.149, -0.434], [0.654, 2.628, 0.239], [2.392, -2.993, 0.334]],
  "atomic_forces_ev_per_a": [[0.57, -1.75, -1.39], [0.21, -0.04, 0.17], [0.32, 0.48, 0.36], [0.50, -0.37, -0.01], [-0.99, 0.96, -0.94], [0.13, 0.18, 0.32], [0.41, 0.10, 0.11], [-0.45, 0.82, -0.03], [0.19, -0.07, 0.60], [-0.16, 0.64, -0.12], [1.95, -0.93, -0.29], [0.26, 0.00, 0.62], [0.66, 0.23, -0.75], [-0.01, -0.08, -0.07], [0.35, -0.90, 0.78], [-0.31, 0.35, -0.14], [-0.07, -0.43, -0.20], [0.17, 0.23, 0.27], [-0.60, -0.45, -1.27], [0.01, -0.12, -0.02], [0.15, -0.13, -0.12], [-0.24, 0.04, 0.48], [0.15, -0.37, -0.14], [-0.34, 0.09, 0.39], [0.24, -0.62, 0.04], [0.55, -0.04, -1.28], [0.50, -0.01, 0.07], [-0.41, -0.11, -0.13], [-0.73, 0.33, -1.43], [0.04, 0.74, 0.31], [0.73, 1.46, 0.65], [-0.72, 0.19, 0.39], [0.00, 0.42, 0.38], [-0.06, 0.21, 0.11], [0.37, -0.85, 1.41], [-0.38, -0.43, 0.35], [-0.36, -2.05, 0.10], [0.21, -0.17, -0.26], [0.22, 0.69, 0.67], [-0.34, -0.24, -0.28], [0.17, -0.46, 0.25], [-0.15, -1.14, -0.03], [-0.57, 0.57, -1.45], [-1.53, 1.07, -1.56], [0.02, -0.06, 0.28], [-0.20, 0.16, 0.21], [-0.54, 0.00, 0.16], [-0.08, -0.05, 0.21], [-0.29, 0.46, 0.02], [0.59, 0.48, -2.02], [-0.33, -0.26, 0.70], [0.06, 0.08, 0.10], [-0.79, 0.44, -0.30], [1.83, 0.40, 0.39], [0.11, 0.07, 0.17], [-0.23, -0.15, -0.42], [-0.38, -0.07, 0.14], [0.98, 0.52, 3.23], [0.40, -0.14, -0.44], [0.01, -0.12, 0.06], [-0.03, -0.16, 0.20], [0.28, -0.35, 0.02], [-0.05, 0.40, 0.16], [-0.10, 0.06, 0.07], [-1.03, -0.97, -0.94], [-0.44, 1.02, 0.97], [-0.42, 0.18, 0.07]],
  "mulliken_charge": [-0.5709, 0.4236, -1.4674, 0.0863, 0.7790, -1.0486, 0.4775, -1.0873, -0.6539, 0.5300, -0.5714, 0.6444, -0.8726, 0.4010, -0.6989, 0.5641, 0.3957, 0.4493, -0.5320, 0.2662, 0.4570, -1.4453, 0.5249, -0.6729, -0.0007, -1.2301, 0.6149, -0.1548, -0.4478, 0.5518, 0.7326, -0.7632, 0.6120, 0.4614, 0.0401, 0.4759, 0.1001, 0.4194, -1.4075, 1.2596, -0.5499, 1.1615, -0.2875, -0.5681, 0.3125, 0.4311, -1.4595, 0.4216, 0.4153, 0.4965, 0.8206, 0.3875, 0.4160, 0.3882, -0.8016, -0.8077, 0.4606, 0.9360, -0.1339, 0.5026, 0.5680, -0.8844, -0.6878, 0.5693, 1.3077, -0.3264, 0.2706]
}


No. 2
{
  "formula": "C26H27AsGeN4O2ReS4",
  "method": "ωB97M-V with the def2-TZVPD basis set",
  "energy_ev": -200275.015,
  "total_charge": 1,
  "e_homo_ev": -11.54,
  "elements": ["C", "N", "H", "C", "C", "H", "N", "H", "H", "C", "C", "N", "C", "H", "S", "H", "C", "C", "H", "C", "H", "S", "C", "H", "As", "S", "H", "C", "H", "H", "H", "C", "O", "S", "C", "C", "C", "H", "H", "C", "H", "H", "C", "H", "C", "H", "H", "C", "Re", "H", "C", "H", "C", "C", "H", "H", "Ge", "C", "C", "N", "H", "C", "C", "H", "O", "H"],
  "positions_angstrom": [[-2.289, -0.668, 1.924], [-0.342, -2.729, -2.083], [-3.494, 0.158, 0.339], [-0.179, 1.181, 3.519], [-2.358, 2.838, 0.588], [-1.272, -2.855, -2.468], [1.600, -0.563, -5.128], [-5.154, -1.667, 0.396], [1.303, 2.305, 6.905], [-0.450, 3.308, -1.381], [-3.374, -0.657, 1.046], [-0.443, -2.124, -0.786], [3.162, 1.567, -2.674], [-1.047, 1.561, 6.775], [0.709, -3.735, 1.620], [-3.428, 4.480, -0.277], [2.308, 0.567, -3.112], [1.734, 0.631, -4.502], [1.779, 1.611, 2.717], [-0.266, 2.284, -0.462], [0.095, -3.635, -1.956], [2.484, -3.539, -1.097], [-4.308, -1.686, 1.072], [0.624, 1.668, -0.533], [2.867, -4.127, 0.975], [3.891, -5.739, 1.588], [1.881, -1.405, -4.651], [1.684, 2.003, 4.817], [-1.999, 0.837, 4.623], [-0.734, -1.663, -6.897], [-4.891, -3.531, 1.994], [-2.540, 3.864, -0.328], [-0.200, -1.586, -6.101], [3.409, -1.997, 1.647], [1.905, -0.410, -2.224], [-3.085, -2.754, 2.852], [1.151, 1.600, 3.602], [0.286, 3.484, -2.156], [-0.846, -1.202, -0.918], [-0.967, 1.167, 4.668], [-1.313, -1.752, 3.519], [3.436, 0.506, 0.515], [-4.162, -2.732, 1.972], [-1.071, -2.643, -0.175], [-0.432, 1.573, 5.884], [-3.114, 2.667, 1.347], [4.292, 2.279, -0.983], [3.606, 1.536, -1.365], [1.440, -1.859, 0.509], [2.714, 2.327, 4.879], [3.141, 0.543, -0.524], [0.574, 0.267, -6.690], [-2.152, -1.727, 2.830], [-1.587, 4.100, -1.309], [3.454, 2.356, -3.356], [-2.978, -3.568, 3.557], [-0.905, 0.665, 1.833], [-1.216, 2.036, 0.533], [0.889, 1.990, 5.956], [2.296, -0.409, -0.941], [1.555, -1.160, -7.119], [0.520, -0.523, 1.081], [0.894, -0.722, -6.369], [1.222, -1.196, -2.525], [1.419, 1.705, -4.972], [-1.730, 4.903, -2.020]],
  "atomic_forces_ev_per_a": [[-0.27, -0.18, 0.10], [-0.01, 0.02, -0.01], [0.00, 0.00, 0.02], [0.18, 0.12, 0.36], [0.05, -0.01, -0.02], [-0.04, -0.04, -0.01], [0.00, 0.04, 0.03], [0.01, 0.00, 0.00], [0.00, -0.01, 0.00], [-0.02, -0.02, 0.01], [0.04, -0.06, 0.00], [0.06, -0.09, -0.19], [0.01, 0.09, -0.02], [0.00, 0.00, -0.01], [-0.04, -0.13, 0.09], [0.01, 0.00, 0.01], [-0.08, -0.01, -0.05], [-0.10, -0.03, -0.02], [-0.02, 0.01, 0.00], [-0.14, -0.03, -0.04], [0.06, -0.04, -0.03], [0.40, -0.54, -0.07], [0.04, 0.02, 0.00], [0.03, 0.02, 0.04], [0.14, -0.50, -0.48], [0.16, -0.18, 0.20], [0.07, -0.01, -0.06], [-0.04, -0.02, -0.01], [0.00, 0.00, 0.00], [-0.02, -0.04, -0.06], [0.00, 0.01, 0.00], [0.00, -0.03, 0.00], [0.04, 0.11, 0.03], [-0.03, 0.10, 0.04], [0.03, 0.02, 0.13], [0.01, 0.04, -0.02], [-0.04, 0.00, 0.06], [0.00, -0.01, 0.01], [-0.10, 0.05, -0.06], [0.05, 0.00, 0.01], [-0.01, 0.02, 0.00], [0.01, 0.00, -0.01], [0.00, -0.02, 0.00], [-0.11, 0.09, 0.06], [-0.01, -0.01, -0.02], [0.02, 0.01, 0.02], [-0.01, 0.00, 0.01], [0.01, 0.00, 0.02], [-0.37, 0.81, -0.20], [-0.01, -0.01, 0.00], [-0.03, -0.01, -0.04], [0.01, 0.03, -0.01], [-0.06, 0.01, -0.10], [0.00, 0.01, -0.01], [0.01, -0.02, 0.00], [0.01, 0.00, -0.01], [0.17, -0.24, -0.38], [0.02, 0.33, -0.30], [0.02, 0.01, 0.01], [0.14, 0.02, -0.27], [0.01, -0.04, -0.02], [-0.23, 0.45, 1.20], [-0.08, -0.05, 0.07], [-0.01, -0.03, 0.01], [0.08, -0.01, -0.02], [-0.01, -0.01, 0.00]],
  "mulliken_charge": [0.2687, -0.6177, 0.4048, 0.4362, -0.4136, 0.2618, -0.1918, 0.4491, 0.3991, -0.5515, -0.2823, -0.3943, -0.3733, 0.4017, -0.2086, 0.4090, 0.4191, 0.3208, 0.2678, 0.2733, 0.1752, -0.2855, -0.7230, 0.1039, 0.1052, -0.2750, 0.2213, -0.7153, 0.3729, 0.2998, 0.4230, -0.7202, -0.5056, -0.2077, -0.5763, -0.7757, -0.2273, 0.4584, 0.3069, -0.4456, 0.5901, 0.2874, -0.4704, 0.3482, -0.6569, 0.4318, 0.4541, -0.8869, -0.3340, 0.4109, -0.1678, 0.3806, -0.5544, -0.5759, 0.5322, 0.4384, 1.5915, -0.0870, -0.4697, -0.0216, 0.3454, 1.0868, -0.4891, 0.7645, -0.6461, 0.4101]
}


No. 3
{
  "formula": "C26H27AuCl2NO3",
  "method": "ωB97M-V with the def2-TZVPD basis set",
  "energy_ev": -63773.639,
  "total_charge": -1,
  "e_homo_ev": -4.57,
  "elements": ["C", "C", "O", "H", "C", "C", "C", "H", "C", "H", "C", "H", "H", "H", "H", "C", "C", "C", "H", "C", "H", "H", "C", "C", "C", "H", "C", "H", "C", "Cl", "H", "H", "C", "H", "C", "C", "O", "C", "C", "H", "N", "H", "C", "C", "Au", "H", "H", "C", "H", "H", "H", "H", "Cl", "H", "O", "H", "C", "H", "C", "H"],
  "positions_angstrom": [[1.181, 2.767, -4.920], [-0.632, -2.263, 3.883], [-0.372, -0.437, 1.106], [3.149, 0.050, -5.164], [1.564, -3.146, 3.532], [1.360, 0.153, -3.998], [1.138, -0.753, 2.905], [1.853, -5.201, 4.057], [2.320, 0.676, -4.852], [0.604, 0.076, 3.365], [-1.050, -3.499, 4.354], [0.804, -3.262, -4.080], [-0.703, 4.199, -4.149], [-2.286, 2.616, -5.225], [-2.302, 3.372, 6.272], [0.687, -2.068, 3.466], [1.470, -1.274, -3.498], [-2.629, 2.229, 4.485], [-3.163, 3.010, 3.963], [-2.149, 2.427, 5.769], [-3.073, 3.492, -3.897], [2.913, -2.688, -2.738], [-1.272, 0.186, 5.762], [-0.920, 3.244, -3.659], [0.858, -0.716, 1.391], [-1.670, 4.249, -1.879], [2.240, 1.973, -5.331], [-1.168, 2.572, -1.620], [0.192, 2.290, -4.070], [-3.048, 0.820, 2.245], [2.209, -0.620, 3.042], [0.054, 3.834, -1.811], [0.248, 0.948, -3.612], [-1.096, 1.521, 7.404], [1.153, -4.377, 4.018], [-0.158, -4.556, 4.435], [1.753, -1.043, 0.616], [-2.294, 2.764, -4.143], [-1.477, 1.399, 6.399], [0.951, -1.315, -2.539], [-1.611, -1.225, 3.729], [1.211, -2.198, -5.442], [2.909, -1.720, -3.244], [-0.927, 3.493, -2.147], [-0.550, -0.108, -0.974], [-0.485, -5.516, 4.815], [-2.077, -3.614, 4.678], [-1.724, -0.054, 4.447], [2.581, -3.010, 3.184], [3.473, -1.824, -4.174], [-2.528, 1.814, -3.666], [1.119, 3.794, -5.268], [-0.454, -1.033, 6.698], [2.989, 2.361, -6.011], [-0.767, 0.439, -2.921], [-1.844, -1.088, 2.753], [0.752, -2.234, -4.450], [-0.298, -1.949, -4.542], [-2.421, 1.023, 3.852], [3.418, -1.001, -2.601]],
  "atomic_forces_ev_per_a": [[0.07, -0.01, -0.03], [0.02, 0.09, 0.05], [0.30, 0.12, -0.82], [0.01, 0.01, 0.03], [0.02, 0.03, 0.04], [-0.12, -0.02, 0.16], [-0.05, 0.29, -0.29], [0.00, 0.01, 0.01], [0.03, 0.01, -0.03], [0.04, 0.02, 0.13], [0.05, 0.00, 0.09], [-0.01, 0.00, -0.01], [0.00, 0.00, -0.03], [-0.04, 0.00, 0.01], [0.00, 0.00, 0.00], [-0.12, -0.07, 0.09], [0.01, 0.01, -0.07], [-0.02, 0.01, -0.03], [0.00, -0.02, -0.02], [0.01, 0.07, 0.08], [0.02, 0.01, 0.00], [0.01, 0.00, -0.02], [-0.10, -0.03, -0.26], [-0.06, -0.21, 0.09], [0.35, -0.80, 0.10], [0.00, 0.00, -0.02], [0.00, 0.04, -0.04], [0.00, -0.02, 0.07], [-0.13, 0.04, 0.10], [-0.13, 0.10, 0.02], [0.00, -0.04, 0.06], [-0.02, 0.01, 0.03], [0.26, 0.07, -0.33], [0.00, -0.02, 0.00], [0.03, -0.04, -0.02], [-0.01, -0.01, 0.00], [-0.39, 0.40, 0.20], [0.12, 0.04, 0.02], [0.01, 0.03, -0.02], [0.00, -0.05, 0.05], [-0.09, -0.06, 0.16], [-0.01, -0.02, -0.01], [-0.11, 0.05, 0.01], [0.02, -0.02, -0.12], [-0.06, 0.20, 0.43], [-0.01, 0.00, -0.01], [-0.01, 0.03, -0.04], [0.06, -0.06, 0.12], [-0.01, 0.01, 0.01], [0.03, -0.01, 0.01], [-0.06, -0.02, -0.03], [-0.03, 0.00, 0.01], [0.03, -0.14, -0.10], [0.01, -0.01, 0.03], [-0.09, -0.07, 0.18], [0.09, 0.07, -0.06], [-0.04, 0.08, 0.08], [0.01, -0.03, -0.04], [0.06, -0.04, -0.01], [0.05, -0.03, -0.01]],
  "mulliken_charge": [-0.7130, -0.3054, -0.8133, 0.1983, -0.7999, 0.6323, -0.7968, 0.3880, -0.2818, 0.1520, -0.3864, 0.3705, 0.3912, 0.3299, 0.3506, 0.9382, 1.5388, -0.7127, 0.4012, -0.3467, 0.4437, 0.4314, 0.9534, 0.4518, 0.6914, 0.4437, -1.1615, 0.1393, 0.6325, -0.2197, 0.5397, 0.3250, 0.3910, 0.3932, -0.5335, -0.4948, -0.6374, -1.5103, -0.7491, -0.4307, -0.0892, 0.3316, -1.8214, -1.3687, 0.4214, 0.3783, 0.4304, -0.5795, 0.4305, 0.3832, 0.2667, 0.2833, -0.2220, 0.3462, -1.0223, 0.1840, -1.5159, 0.4032, 0.7174, 0.4091]
}